--- 1 ---
Entry from OMol25: a cluster of 2 separate species, C3H11N3O in total (ωB97M-V/def2-TZVPD).

Computed properties:
- SMILES: C/C=N/O.NCN
- E_HOMO: -8.879 eV
- Frontier orbital gap: 9.9 eV

Each line ends with the natural charge from an NBO analysis.
Cartesian coordinates (Å):
O: -1.895 -1.620 -0.968  -0.583
N: 0.817 1.775 1.181  -0.857
N: -0.604 -1.573 -0.386  -0.176
N: -1.315 0.717 1.224  -0.855
C: -0.403 1.529 0.485  -0.026
C: 0.245 -0.922 -1.116  0.023
C: 1.699 -1.075 -0.796  -0.654
H: -0.869 2.463 0.167  0.187
H: 1.832 -1.363 0.244  0.226
H: -2.247 0.796 0.831  0.356
H: 0.776 2.586 1.783  0.364
H: 2.154 -1.816 -1.454  0.230
H: -2.395 -2.188 -0.366  0.476
H: 1.136 0.965 1.701  0.360
H: -0.083 0.841 -0.480  0.131
H: 0.000 -0.707 -2.159  0.198
H: -1.057 -0.289 1.050  0.369
H: 2.209 -0.122 -0.941  0.231

--- 2 ---
Entry from OMol25: a cluster of 2 separate species, C3H11N3O in total (ωB97M-V/def2-TZVPD).

Computed properties:
- SMILES: C/C=N/C.NNO
- E_HOMO: -8.670 eV
- Frontier orbital gap: 9.7 eV

Each line ends with the natural charge from an NBO analysis.
Cartesian coordinates (Å):
O: 1.604 1.448 1.501  -0.614
N: 1.989 -0.289 0.080  -0.696
N: 1.461 0.032 1.318  -0.189
N: -0.503 -0.422 -0.960  -0.453
C: -1.157 1.668 0.068  -0.672
C: -0.787 -1.815 -1.207  -0.433
C: -1.136 0.180 -0.014  0.104
H: 0.389 -0.050 1.267  0.307
H: -1.310 -2.317 -0.382  0.177
H: 2.356 -1.236 0.141  0.347
H: -1.388 -1.893 -2.115  0.213
H: -0.377 2.096 -0.557  0.241
H: -0.964 1.997 1.088  0.236
H: 1.130 -0.342 -0.659  0.369
H: 2.559 1.598 1.457  0.468
H: -2.134 2.042 -0.240  0.229
H: -1.884 -0.353 0.591  0.161
H: 0.153 -2.344 -1.376  0.201

--- 3 ---
Entry from OMol25: a cluster of 2 separate species, C3H11N3O in total (ωB97M-V/def2-TZVPD).

Computed properties:
- SMILES: [H]/N=C(\N)NCC.O
- E_HOMO: -8.645 eV
- Frontier orbital gap: 9.2 eV

Each line ends with the natural charge from an NBO analysis.
Cartesian coordinates (Å):
O: 3.021 0.612 2.688  -0.950
N: -1.277 -0.199 -0.168  -0.692
N: 0.168 -0.877 1.601  -0.820
N: -0.214 -2.272 -0.267  -0.758
C: -1.128 0.041 -1.594  -0.219
C: -0.733 1.454 -1.976  -0.612
C: -0.392 -1.171 0.388  0.581
H: -0.756 1.448 -3.064  0.207
H: 0.219 1.812 -1.533  0.199
H: -0.416 -0.595 -2.106  0.220
H: -2.213 -0.064 -1.866  0.189
H: -1.412 2.260 -1.681  0.201
H: 0.228 -2.952 0.355  0.325
H: -2.182 -0.436 0.201  0.387
H: 3.120 1.147 1.903  0.476
H: 0.238 0.088 1.854  0.398
H: 0.959 -1.459 1.834  0.393
H: 2.770 1.164 3.430  0.475

--- 4 ---
Entry from OMol25: a cluster of 2 separate species, C3H11N3O in total (ωB97M-V/def2-TZVPD).

Computed properties:
- SMILES: [H]/N=C\C.NC(N)O
- E_HOMO: -8.998 eV
- Frontier orbital gap: 9.7 eV

Each line ends with the natural charge from an NBO analysis.
Cartesian coordinates (Å):
O: -2.162 -0.064 0.715  -0.735
N: -1.354 1.719 -0.694  -0.861
N: -1.134 -0.495 -1.388  -0.867
N: 1.420 -0.721 -0.993  -0.696
C: -1.249 0.347 -0.295  0.418
C: 1.468 0.003 0.104  0.115
C: 1.893 -0.513 1.448  -0.677
H: 0.121 -0.631 -1.534  0.407
H: -2.004 1.835 -1.459  0.371
H: -0.192 0.305 0.301  0.108
H: 2.978 -0.442 1.548  0.235
H: 1.542 -1.716 -0.808  0.346
H: -3.036 -0.106 0.304  0.465
H: 1.595 -1.554 1.589  0.219
H: -1.596 2.323 0.080  0.367
H: 1.449 0.086 2.244  0.231
H: 1.597 1.072 -0.063  0.199
H: -1.335 -1.448 -1.098  0.354

Relative to the most stable structure, the computed energies are 1 1.949; 2 2.893; 3 0.000; 4 1.326, all in eV.

--- 1 ---
Entry from OMol25: the ion C4H14N3 with charge +1 (ωB97M-V/def2-TZVPD).

Computed properties:
- Net charge: +1
- SMILES: NCC[NH2+]CCN
- E_HOMO: -13.595 eV
- Frontier orbital gap: 10.8 eV

Each line ends with the natural charge from an NBO analysis.
Cartesian coordinates (Å):
N: -2.591 -0.907 0.655  -0.867
N: 2.561 0.669 0.075  -0.854
N: -0.323 -0.165 -0.526  -0.522
C: 1.997 0.327 -1.247  -0.258
C: -1.990 0.324 1.167  -0.260
C: 0.952 -0.765 -1.116  -0.209
C: -0.478 0.300 0.918  -0.216
H: 2.595 1.682 0.141  0.374
H: 1.247 -1.487 -0.357  0.230
H: -2.427 -1.719 1.240  0.378
H: -0.099 -0.491 1.564  0.225
H: -3.595 -0.760 0.716  0.394
H: 3.506 0.313 0.145  0.383
H: -2.489 1.204 0.751  0.212
H: 0.627 -1.207 -2.057  0.230
H: -0.715 0.594 -1.082  0.420
H: -2.168 0.505 2.239  0.217
H: 2.817 0.060 -1.922  0.225
H: 0.027 1.253 1.024  0.243
H: 1.548 1.204 -1.716  0.196
H: -1.001 -0.934 -0.612  0.460

--- 2 ---
Entry from OMol25: a cluster of 3 separate species, C4H14N3 in total (ωB97M-V/def2-TZVPD).

Computed properties:
- Net charge: +1
- E_HOMO: -13.774 eV
- Frontier orbital gap: 10.0 eV

Each line ends with the natural charge from an NBO analysis.
Cartesian coordinates (Å):
N: -1.271 0.556 0.049  -0.193
N: -1.310 -2.686 -1.019  -1.068
N: -1.917 -0.488 0.389  -0.609
C: 2.715 0.441 0.316  -0.388
C: -1.265 1.626 0.721  -0.070
C: 1.203 0.292 0.206  -0.481
C: 1.765 1.638 0.085  -0.428
H: 0.846 -0.018 1.136  0.221
H: -0.508 -3.267 -0.855  0.400
H: -1.918 1.586 1.637  0.212
H: -2.088 -3.121 -1.473  0.399
H: -0.538 0.349 -0.613  0.449
H: -2.750 -0.451 1.006  0.410
H: 1.503 2.334 0.940  0.224
H: 1.796 2.099 -0.891  0.230
H: -1.703 -1.331 -0.198  0.428
H: -0.931 -2.307 -1.957  0.368
H: 3.068 0.249 -0.635  0.219
H: -0.742 2.543 0.443  0.245
H: 0.792 -0.428 -0.552  0.184
H: 3.254 0.384 1.265  0.248

Relative to the most stable structure, the computed energies are 1 0.000; 2 3.999, all in eV.

--- 1 ---
Entry from OMol25: a cluster of 2 separate species, C4H14N3 in total (ωB97M-V/def2-TZVPD).

Computed properties:
- Net charge: +1
- E_HOMO: -13.563 eV
- Frontier orbital gap: 9.7 eV

Each line ends with the natural charge from an NBO analysis.
Cartesian coordinates (Å):
N: -1.242 -0.890 -0.458  -0.828
N: 0.040 0.438 1.400  -0.410
N: -1.715 -0.346 -2.888  -0.799
C: -0.914 -0.149 -1.719  -0.064
C: 2.278 -0.151 0.601  -0.620
C: 1.350 -0.073 1.820  -0.237
C: -0.332 1.624 1.615  0.076
H: -0.904 0.912 -1.467  0.184
H: -0.998 -1.871 -0.574  0.396
H: 0.121 -0.400 -1.955  0.195
H: 0.334 2.325 2.114  0.203
H: -0.523 -0.241 0.604  0.440
H: -2.248 -0.858 -0.303  0.393
H: -1.314 1.998 1.353  0.212
H: 1.778 0.575 2.581  0.219
H: -1.797 -1.321 -3.144  0.368
H: 1.917 -0.870 -0.131  0.211
H: 2.400 0.824 0.127  0.222
H: 3.280 -0.433 0.923  0.250
H: -2.663 -0.027 -2.717  0.362
H: 1.151 -1.066 2.219  0.228

--- 2 ---
Entry from OMol25: a cluster of 2 separate species, C4H14N3 in total (ωB97M-V/def2-TZVPD).

Computed properties:
- Net charge: +1
- E_HOMO: -14.557 eV
- Frontier orbital gap: 11.5 eV

Each line ends with the natural charge from an NBO analysis.
Cartesian coordinates (Å):
N: 1.702 1.267 0.454  -0.530
N: -0.272 0.984 1.560  -0.761
N: 0.453 -0.754 0.225  -0.816
C: -2.412 -0.498 -1.533  -0.628
C: -2.414 -1.870 -0.789  -0.681
C: 0.655 0.476 0.726  0.690
C: 2.772 0.736 -0.382  -0.447
H: -2.174 -0.743 -2.561  0.231
H: -1.821 -2.512 -1.413  0.231
H: -1.160 0.576 1.826  0.435
H: -3.418 -0.065 -1.590  0.227
H: -2.319 -1.839 0.274  0.198
H: 1.180 -1.449 0.336  0.436
H: -1.857 0.295 -1.001  0.184
H: 1.694 2.136 0.965  0.423
H: 3.667 0.383 0.129  0.229
H: -3.360 -2.499 -0.908  0.249
H: -0.508 -1.034 0.111  0.441
H: 2.374 -0.126 -0.939  0.231
H: -0.135 1.890 1.975  0.411
H: 3.133 1.481 -1.213  0.247

Relative to the most stable structure, the computed energies are 1 0.269; 2 0.000, all in eV.

--- 1 ---
Entry from OMol25: a cluster of 2 separate species, C4H14N3 in total (ωB97M-V/def2-TZVPD).

Computed properties:
- Net charge: +1
- E_HOMO: -14.341 eV
- Frontier orbital gap: 11.1 eV

Each line ends with the natural charge from an NBO analysis.
Cartesian coordinates (Å):
N: -1.557 -0.430 0.917  -0.758
N: 0.532 -1.055 0.121  -0.584
N: -0.003 -1.090 2.441  -0.746
C: -1.104 1.684 -2.356  -0.601
C: -0.286 -0.829 1.147  0.689
C: 1.987 -0.562 0.275  -0.413
C: 0.388 1.872 -2.105  -0.676
H: 0.836 2.398 -3.026  0.235
H: 0.181 -1.351 -0.774  0.439
H: 2.285 -0.640 1.342  0.197
H: -1.667 -0.138 -0.051  0.418
H: -1.591 2.649 -2.178  0.233
H: 0.729 2.655 -1.437  0.223
H: 1.163 1.107 -2.195  0.210
H: -1.255 1.309 -3.379  0.229
H: -1.594 0.996 -1.696  0.154
H: 2.556 -1.320 -0.234  0.241
H: -0.674 -0.735 3.115  0.419
H: -2.371 -0.647 1.469  0.434
H: 0.970 -0.979 2.695  0.418
H: 2.193 0.504 0.071  0.241

--- 2 ---
Entry from OMol25: a cluster of 2 separate species, C4H14N3 in total (ωB97M-V/def2-TZVPD).

Computed properties:
- Net charge: +1
- E_HOMO: -11.094 eV
- Frontier orbital gap: 7.6 eV

Each line ends with the natural charge from an NBO analysis.
Cartesian coordinates (Å):
N: 0.920 0.544 2.385  -0.487
N: 0.370 1.317 -1.942  -0.849
N: -2.118 -1.498 -2.538  -0.842
C: 0.807 -0.850 2.877  -0.410
C: -1.576 -0.284 -1.986  -0.105
C: -0.296 0.088 -2.225  -0.059
C: 1.092 0.608 0.893  -0.437
H: 0.755 -0.840 3.962  0.247
H: -1.990 -2.279 -1.838  0.360
H: -0.192 -1.180 2.492  0.234
H: 2.008 0.036 0.617  0.237
H: 1.160 1.597 0.546  0.251
H: 0.203 0.075 0.396  0.250
H: 0.889 1.599 -2.775  0.391
H: -0.326 2.021 -1.727  0.370
H: -2.269 0.221 -1.321  0.169
H: 1.718 1.034 2.787  0.430
H: -3.161 -1.504 -2.636  0.376
H: 0.257 -0.510 -2.930  0.206
H: 1.612 -1.323 2.337  0.236
H: 0.136 1.128 2.627  0.429

--- 3 ---
Entry from OMol25: a cluster of 2 separate species, C4H14N3 in total (ωB97M-V/def2-TZVPD).

Computed properties:
- Net charge: +1
- E_HOMO: -13.143 eV
- Frontier orbital gap: 9.4 eV

Each line ends with the natural charge from an NBO analysis.
Cartesian coordinates (Å):
N: -0.196 -1.197 -0.993  -0.799
N: 2.940 0.008 0.652  -0.823
N: -1.501 0.804 -0.021  -0.414
C: -2.875 0.554 0.435  -0.437
C: 1.688 -0.724 0.557  -0.229
C: 1.206 -0.705 -0.893  -0.228
C: -1.032 1.977 0.037  0.079
H: -3.405 1.485 0.594  0.225
H: 3.701 -0.575 0.328  0.365
H: -0.297 -2.031 -0.416  0.395
H: -0.003 2.153 -0.249  0.212
H: 1.198 0.336 -1.212  0.198
H: -3.399 -0.040 -0.315  0.232
H: 1.896 -1.307 -1.478  0.212
H: 3.168 0.159 1.631  0.373
H: -2.825 -0.083 1.316  0.235
H: -0.944 -0.138 -0.500  0.438
H: 0.950 -0.235 1.202  0.181
H: -1.631 2.819 0.365  0.205
H: 1.718 -1.767 0.908  0.175
H: -0.359 -1.492 -1.947  0.407

Relative to the most stable structure, the computed energies are 1 0.000; 2 1.131; 3 0.139, all in eV.

--- 1 ---
Entry from OMol25: a cluster of 2 separate species, C4H14N3 in total (ωB97M-V/def2-TZVPD).

Computed properties:
- Net charge: +1
- E_HOMO (alpha / beta): -13.043 / -13.043 eV
- Frontier orbital gap (alpha / beta): 9.3 / 9.3 eV

Each line ends with the natural charge from an NBO analysis.
Cartesian coordinates (Å):
N: 1.676 -0.450 -0.225  -0.663
N: 0.778 -0.477 0.924  0.026
N: 0.863 0.639 1.730  -0.677
C: -0.603 -0.335 0.168  -0.318
C: -2.096 1.194 -2.152  -0.736
C: 1.102 -1.673 1.693  -0.466
C: -0.748 1.273 -1.654  -0.104
H: 0.648 -1.608 2.653  0.239
H: -0.312 2.094 -1.233  0.191
H: 0.648 -2.620 1.247  0.252
H: 2.242 -1.970 1.881  0.258
H: 1.635 0.765 2.378  0.396
H: -1.472 -0.207 0.850  0.199
H: -0.724 -1.157 -0.490  0.199
H: 0.031 0.852 2.302  0.398
H: -3.047 1.115 -1.517  0.263
H: 2.332 -1.168 -0.165  0.404
H: -2.229 0.397 -2.858  0.235
H: 1.680 0.541 -0.438  0.417
H: -2.341 2.093 -2.767  0.276
H: -0.063 0.702 -2.327  0.211

--- 2 ---
Entry from OMol25: a cluster of 2 separate species, C4H14N3 in total (ωB97M-V/def2-TZVPD).

Computed properties:
- Net charge: +1
- E_HOMO: -14.930 eV
- Frontier orbital gap: 11.8 eV

Each line ends with the natural charge from an NBO analysis.
Cartesian coordinates (Å):
N: 0.292 0.346 -1.354  -0.534
N: 1.697 -1.522 -1.780  -0.732
N: 2.085 -0.103 0.020  -0.842
C: -0.600 -0.049 -2.420  -0.470
C: 1.327 -0.463 -1.086  0.697
C: -1.069 0.803 1.616  -0.630
C: -1.634 0.561 3.053  -0.596
H: 0.002 0.592 1.433  0.154
H: 3.085 -0.221 0.098  0.420
H: -1.758 0.279 0.951  0.207
H: -0.826 0.757 3.760  0.222
H: -0.673 -1.084 -2.708  0.217
H: -1.646 0.005 -2.046  0.243
H: -0.474 0.513 -3.339  0.237
H: 1.421 -1.680 -2.759  0.444
H: -0.147 0.715 -0.520  0.446
H: -1.875 -0.505 3.024  0.207
H: -0.950 1.884 1.425  0.218
H: 2.553 -1.909 -1.392  0.433
H: -2.566 1.109 3.044  0.229
H: 1.756 -0.028 0.979  0.430

Relative to the most stable structure, the computed energies are 1 6.128; 2 0.000, all in eV.